No. 1
{"formula": "C30H30MnN4O2PS", "method": "ωB97M-V/def2-TZVPD", "homo_lumo_gap_ev": [6.642, 7.436], "charge": 1, "relative_energy_kcal_mol": 2.4, "multiplicity": 4, "e_homo_ev": [-10.757, -10.846], "species": ["Mn", "S", "C", "C", "N", "C", "H", "H", "H", "O", "P", "C", "C", "C", "C", "C", "C", "C", "C", "C", "C", "C", "C", "C", "C", "C", "C", "C", "C", "H", "H", "H", "H", "H", "H", "H", "H", "H", "H", "H", "H", "H", "H", "H", "N", "C", "C", "C", "N", "C", "N", "C", "O", "H", "H", "H", "C", "C", "C", "C", "H", "H", "H", "H", "H", "H", "H", "H", "H"], "xyz": [[-0.288, 0.101, -0.102], [4.137, 0.470, -1.144], [3.723, -1.110, -0.653], [2.420, -1.161, -0.296], [1.762, 0.048, -0.415], [2.562, 0.983, -0.862], [4.441, -1.914, -0.662], [1.886, -2.037, 0.042], [2.243, 1.995, -1.054], [0.176, -0.396, 1.679], [0.099, -1.419, 2.812], [0.345, -3.071, 2.193], [1.022, -4.039, 2.936], [1.145, -5.331, 2.442], [0.598, -5.656, 1.209], [-0.085, -4.699, 0.469], [-0.220, -3.410, 0.960], [1.379, -1.081, 3.993], [2.713, -1.268, 3.611], [3.734, -0.954, 4.489], [3.430, -0.452, 5.751], [2.113, -0.260, 6.134], [1.083, -0.572, 5.256], [-1.481, -1.377, 3.635], [-2.379, -0.346, 3.370], [-3.598, -0.303, 4.034], [-3.919, -1.286, 4.957], [-3.030, -2.322, 5.217], [-1.815, -2.371, 4.557], [1.466, -3.788, 3.891], [1.674, -6.081, 3.015], [0.700, -6.663, 0.825], [-0.522, -4.961, -0.486], [-0.790, -2.678, 0.399], [2.951, -1.665, 2.631], [4.765, -1.101, 4.196], [4.230, -0.210, 6.440], [1.882, 0.130, 7.116], [0.055, -0.420, 5.557], [-2.134, 0.403, 2.634], [-4.298, 0.496, 3.827], [-4.870, -1.252, 5.472], [-3.288, -3.094, 5.929], [-1.131, -3.188, 4.756], [-0.408, 0.092, -1.965], [-0.419, 0.044, -3.135], [-0.432, -0.019, -4.487], [0.833, 0.082, -5.149], [1.867, 0.133, -5.652], [-1.679, -0.189, -5.164], [-2.692, -0.345, -5.687], [-3.268, -0.027, -0.260], [-1.950, -0.295, 0.189], [-3.735, -0.965, -0.555], [-3.275, 0.651, -1.116], [-3.830, 0.419, 0.560], [-0.997, 3.957, 1.581], [-0.256, 2.618, 1.431], [1.222, 2.755, 1.760], [-0.544, 2.141, 0.022], [-0.814, 4.372, 2.574], [-2.073, 3.836, 1.452], [-0.649, 4.686, 0.846], [-0.687, 1.917, 2.142], [1.733, 3.385, 1.025], [1.723, 1.788, 1.805], [1.350, 3.230, 2.734], [0.089, 2.534, -0.772], [-1.589, 2.201, -0.269]], "mulliken_spin": [3.387, 0.002, -0.002, 0.028, -0.027, 0.008, 0.000, -0.015, -0.004, -0.122, 0.026, 0.002, -0.002, 0.000, 0.000, 0.009, 0.005, 0.000, 0.001, 0.001, 0.000, 0.000, 0.000, 0.005, 0.000, 0.000, 0.000, 0.000, 0.000, 0.000, 0.000, 0.000, 0.000, -0.003, -0.001, 0.000, 0.000, 0.000, 0.000, 0.007, 0.000, 0.000, 0.000, 0.000, -0.089, 0.041, 0.038, -0.004, 0.015, -0.004, 0.015, 0.002, 0.081, 0.001, 0.001, 0.008, -0.021, 0.046, -0.021, -0.405, -0.008, 0.005, -0.002, -0.024, 0.003, 0.007, 0.001, 0.009, -0.001]}

***

No. 2
{"formula": "C4H5N3", "method": "ωB97M-V/def2-TZVPD", "homo_lumo_gap_ev": [7.422, 6.682], "charge": 0, "relative_energy_kcal_mol": 184.3, "e_homo_ev": [-8.142, -7.533], "species": ["N", "C", "N", "C", "C", "C", "N", "H", "H", "H", "H", "H"], "xyz": [[-1.429, -0.382, -2.182], [-0.395, -0.010, -0.470], [-1.420, 0.594, -0.347], [-0.301, 0.604, 1.436], [0.903, 0.074, 1.672], [1.469, -0.570, 0.498], [0.791, -0.609, -0.615], [-0.547, -0.305, -2.700], [-1.987, 0.416, -2.499], [-0.979, 1.119, 2.100], [1.442, 0.110, 2.614], [2.452, -1.042, 0.492]], "mulliken_charge": [-0.678, 0.656, -0.242, -0.456, -0.331, -0.090, -0.454, 0.232, 0.240, 0.363, 0.359, 0.401]}

***

No. 3
{"formula": "C4H5O6Sm", "method": "ωB97M-V/def2-TZVPD", "homo_lumo_gap_ev": [7.811, 7.963], "charge": 1, "relative_energy_kcal_mol": 4.6, "multiplicity": 7, "e_homo_ev": [-13.445, -13.478], "species": ["H", "O", "C", "O", "O", "C", "O", "C", "C", "O", "O", "Sm", "H", "H", "H", "H"], "xyz": [[-0.204, 0.754, -0.550], [2.150, 1.652, -0.063], [2.072, 0.420, 0.229], [2.570, -0.139, 1.191], [1.087, -0.199, -0.521], [0.496, -1.435, -0.119], [-1.628, -0.355, 0.485], [-1.875, 1.029, 0.304], [-0.996, -1.323, -0.368], [-0.886, 1.564, -0.406], [-2.633, 1.634, 1.000], [0.907, 3.632, 0.157], [0.703, -1.638, 0.938], [0.903, -2.248, -0.735], [-1.195, -1.069, -1.419], [-1.471, -2.278, -0.122]], "mulliken_spin": [-0.005, -0.006, -0.009, -0.002, -0.001, 0.000, -0.001, 0.000, 0.000, 0.004, 0.000, 6.020, 0.000, 0.000, 0.000, 0.000]}

***

No. 4
{"formula": "C25H21BF3N4O7PbS", "method": "ωB97M-V/def2-TZVPD", "homo_lumo_gap_ev": [4.657, 5.562], "charge": 0, "relative_energy_kcal_mol": 54.1, "multiplicity": 2, "e_homo_ev": [-6.604, -7.509], "species": ["Pb", "O", "C", "O", "C", "C", "C", "C", "C", "N", "C", "O", "O", "H", "H", "H", "F", "C", "C", "C", "C", "O", "C", "C", "N", "C", "C", "C", "C", "C", "C", "N", "C", "C", "N", "C", "C", "C", "O", "O", "H", "H", "H", "H", "H", "H", "H", "H", "H", "H", "H", "H", "H", "H", "H", "H", "H", "H", "F", "B", "F", "S", "C"], "xyz": [[2.167, -0.019, -3.901], [2.626, -4.604, -4.140], [2.613, -3.397, -3.902], [1.846, -2.496, -4.347], [3.662, -2.891, -2.893], [4.559, -3.739, -2.262], [5.431, -3.206, -1.324], [5.384, -1.848, -1.033], [4.473, -1.067, -1.722], [3.651, -1.590, -2.628], [4.366, 0.440, -1.507], [4.955, 0.939, -0.565], [3.643, 1.054, -2.389], [4.545, -4.789, -2.520], [6.144, -3.846, -0.817], [6.035, -1.381, -0.308], [-1.681, -2.657, 1.297], [-1.793, -1.356, 0.906], [-1.023, -0.917, -0.132], [-1.093, 0.416, -0.528], [-0.205, 0.870, -1.617], [0.643, 0.068, -2.029], [-0.412, 2.219, -2.048], [-1.284, 2.991, -1.358], [-2.026, 2.601, -0.281], [-2.919, 3.536, 0.353], [-2.435, 4.929, 0.603], [-2.618, 3.988, 1.757], [-1.970, 1.288, 0.131], [-2.768, 0.804, 1.175], [-2.675, -0.514, 1.591], [-3.466, -0.917, 2.705], [-3.992, -2.256, 2.850], [-3.142, -3.165, 3.738], [-2.872, -2.458, 5.044], [-2.249, -1.101, 4.833], [-3.206, -0.280, 3.975], [0.299, 2.904, -3.238], [0.223, 4.133, -3.244], [0.801, 2.121, -4.083], [-0.336, -1.583, -0.639], [-1.386, 4.023, -1.671], [-3.960, 3.412, 0.078], [-3.152, 5.727, 0.470], [-1.422, 5.168, 0.312], [-3.450, 4.143, 2.431], [-1.716, 3.592, 2.205], [-3.479, 1.453, 1.666], [-4.112, -2.726, 1.877], [-4.994, -2.184, 3.296], [-2.174, -3.370, 3.300], [-3.653, -4.099, 3.967], [-2.265, -3.035, 5.624], [-3.748, -2.339, 5.555], [-1.299, -1.262, 4.324], [-2.075, -0.657, 5.811], [-2.783, 0.709, 3.816], [-4.148, -0.144, 4.525], [6.248, 1.163, -3.375], [5.281, 1.847, -3.985], [5.091, 3.121, -3.692], [4.629, 0.978, -6.779], [4.666, 1.254, -5.258]], "mulliken_spin": [0.040, 0.000, 0.001, 0.003, 0.000, -0.001, 0.000, 0.001, -0.005, -0.002, 0.000, 0.006, 0.001, 0.000, 0.000, 0.000, 0.000, 0.000, 0.000, 0.002, -0.001, -0.006, 0.001, 0.000, 0.000, 0.000, 0.000, 0.000, 0.000, 0.000, 0.000, 0.000, 0.000, 0.000, 0.000, 0.000, 0.000, 0.000, 0.000, 0.005, 0.000, 0.000, 0.000, 0.000, 0.000, 0.000, 0.000, 0.000, 0.000, 0.000, 0.000, 0.000, 0.000, 0.000, 0.000, 0.000, 0.000, 0.000, 0.013, 0.061, 0.014, 0.370, 0.497]}

***

No. 5
{"formula": "H18O9", "method": "ωB97M-V/def2-TZVPD", "homo_lumo_gap_ev": 10.011, "charge": 0, "relative_energy_kcal_mol": 40.8, "e_homo_ev": -10.299, "species": ["O", "H", "H", "O", "H", "H", "O", "H", "H", "O", "H", "H", "O", "H", "H", "O", "H", "H", "O", "H", "H", "O", "H", "H", "O", "H", "H"], "xyz": [[-0.755, -3.382, -0.963], [-1.563, -3.712, -1.371], [-0.947, -3.335, -0.011], [-0.178, 0.104, 0.504], [-0.229, -0.778, 0.906], [0.097, -0.087, -0.415], [2.956, 0.486, -0.942], [2.972, 1.450, -0.910], [2.068, 0.271, -1.251], [-0.062, -0.838, -2.122], [-0.234, -1.734, -1.768], [0.653, -0.953, -2.763], [2.744, 0.692, 2.060], [2.211, 1.366, 2.495], [2.252, 0.467, 1.259], [-0.635, 1.992, -2.727], [-1.374, 2.183, -2.108], [-0.312, 1.127, -2.452], [-0.349, -2.410, 1.653], [0.604, -2.581, 1.690], [-0.724, -2.980, 2.336], [-2.088, 2.856, -0.510], [-3.031, 2.971, -0.346], [-1.781, 2.297, 0.217], [-1.028, 1.800, 2.497], [-0.543, 1.381, 1.758], [-0.722, 1.345, 3.286]], "mulliken_charge": [-0.674, 0.334, 0.350, -0.552, 0.358, 0.287, -0.670, 0.344, 0.321, -0.707, 0.330, 0.331, -0.646, 0.315, 0.341, -0.669, 0.386, 0.358, -0.744, 0.345, 0.288, -0.674, 0.300, 0.344, -0.643, 0.375, 0.274]}

***

No. 6
{"formula": "C17H36AuBN3O3Ta", "method": "ωB97M-V/def2-TZVPD", "homo_lumo_gap_ev": 5.987, "charge": 2, "e_homo_ev": -15.467, "species": ["N", "C", "O", "Au", "Ta", "N", "N", "C", "C", "C", "C", "C", "C", "C", "C", "H", "H", "H", "H", "H", "H", "H", "H", "H", "H", "H", "H", "H", "H", "H", "H", "H", "H", "C", "H", "H", "H", "C", "H", "H", "H", "C", "C", "C", "O", "B", "O", "C", "C", "C", "H", "H", "H", "H", "H", "H", "H", "H", "H", "H", "H", "H"], "xyz": [[0.873, -0.132, 0.826], [2.107, -0.628, 0.343], [3.010, -0.981, 1.112], [3.187, -1.156, -1.281], [0.558, 0.001, -1.089], [-0.528, -1.583, -1.284], [-0.216, 1.829, -1.289], [-0.296, -3.043, -1.282], [0.240, 3.090, -0.683], [0.840, -3.371, -2.229], [-1.532, -3.828, -1.734], [0.040, -3.444, 0.152], [0.332, 4.194, -1.741], [-0.775, 3.473, 0.393], [1.611, 2.916, -0.045], [0.595, -3.037, -3.245], [1.002, -4.461, -2.222], [1.799, -2.904, -1.935], [-2.359, -3.751, -1.022], [-1.254, -4.888, -1.795], [-1.863, -3.503, -2.724], [0.904, -2.895, 0.544], [0.277, -4.518, 0.172], [-0.809, -3.250, 0.818], [0.967, 3.877, -2.576], [0.786, 5.086, -1.285], [-0.658, 4.481, -2.118], [-1.782, 3.551, -0.035], [-0.489, 4.438, 0.833], [-0.786, 2.714, 1.187], [1.583, 2.248, 0.822], [1.936, 3.903, 0.314], [2.354, 2.569, -0.777], [-1.307, 1.925, -2.273], [-1.462, 0.949, -2.759], [-2.245, 2.238, -1.783], [-1.064, 2.656, -3.060], [-1.928, -1.167, -0.997], [-2.378, -1.834, -0.244], [-1.978, -0.139, -0.597], [-2.541, -1.216, -1.914], [-1.270, 1.231, 4.370], [0.182, 0.761, 4.270], [1.016, 1.533, 5.273], [0.673, 1.083, 2.940], [0.601, -0.089, 2.227], [0.211, -1.209, 2.924], [0.312, -0.831, 4.322], [1.676, -1.293, 4.834], [-0.764, -1.569, 5.093], [-1.922, 0.685, 3.673], [-1.328, 2.303, 4.132], [-1.659, 1.098, 5.390], [0.897, 2.611, 5.108], [0.683, 1.315, 6.297], [2.081, 1.286, 5.189], [1.782, -1.102, 5.912], [1.777, -2.378, 4.678], [2.505, -0.801, 4.303], [-1.771, -1.305, 4.750], [-0.631, -2.652, 4.975], [-0.691, -1.340, 6.164]], "mulliken_charge": [-0.397, 0.414, -0.527, -0.154, 1.190, 0.250, 0.543, 1.092, 1.401, -1.214, -1.756, -1.376, -1.915, -1.368, -1.686, 0.424, 0.513, -0.203, 0.389, 0.478, 0.431, 0.265, 0.519, 0.385, 0.431, 0.453, 0.466, 0.367, 0.456, 0.247, 0.231, 0.525, 0.348, -0.985, 0.378, 0.381, 0.376, -1.261, 0.390, 0.628, 0.345, -1.820, 1.360, -1.782, -0.743, 1.646, -0.635, 1.369, -1.814, -1.750, 0.316, 0.428, 0.402, 0.429, 0.387, 0.376, 0.415, 0.453, 0.307, 0.355, 0.448, 0.380]}